Density functional theory data (ωB97M-V with the def2-TZVPD basis set) for a 7-piece molecular cluster, C35H65Br12ClO6 overall in a non-equilibrium geometry.

Summary:
SMILES string ... CC[C@H](Cl)[C@@H]1OC(=O)[C@](O)(CCOC(C)=O)[C@@H]1CCCCCCCCCCCOC.BrCCBr.BrCCBr.BrCCBr.BrCCBr.BrCCBr.BrCCBr
M ... 1576.20 g/mol
Electronic energy ... -33172.35840 a.u.
Multiplicity ... 1
Maximum force ... 5.14 eV/Å

Each atom is followed by the atoms it is bonded to, with distances in Å.
Geometry (Å):
1 C 5.197 0.058 2.268  C2 1.558, H31 1.117, H32 1.103, H33 1.099
2 C 5.037 -0.022 0.721  C1 1.558, C3 1.601, H34 1.110, H35 1.108
3 C 3.755 0.747 0.146  C2 1.601, Cl4 1.805, C5 1.558, H36 1.096
4 Cl 2.975 1.702 1.464  C3 1.805
5 C 2.847 -0.328 -0.523  C3 1.558, O6 1.473, C17 1.540, H37 1.105
6 O 3.267 -0.234 -1.933  C5 1.473, C7 1.365
7 C 2.297 0.232 -2.772  O6 1.365, O8 1.151, C9 1.589
8 O 2.342 0.165 -3.920  C7 1.151
9 C 1.101 0.817 -1.906  C7 1.589, O10 1.392, C11 1.540, C17 1.568
10 O -0.167 0.626 -2.449  C9 1.392, H38 0.960
11 C 1.425 2.313 -1.738  C9 1.540, C12 1.544, H39 1.099, H40 1.112
12 C 0.214 3.183 -1.338  C11 1.544, O13 1.455, H41 1.098, H42 1.107
13 O 0.152 3.264 0.114  C12 1.455, C14 1.363
14 C -0.382 4.471 0.454  O13 1.363, C15 1.530, O16 1.166
15 C 0.282 5.377 1.493  C14 1.530, H43 1.100, H44 1.102, H45 1.101
16 O -1.357 4.849 -0.060  C14 1.166
17 C 1.328 -0.135 -0.681  C5 1.540, C9 1.568, C18 1.555, H46 1.119
18 C 0.393 -0.022 0.556  C17 1.555, C19 1.574, H47 1.101, H48 1.110
19 C -1.030 -0.620 0.245  C18 1.574, C20 1.562, H49 1.110, H50 1.104
20 C -1.480 -1.625 1.353  C19 1.562, C21 1.545, H51 1.104, H52 1.113
21 C -2.570 -2.611 0.877  C20 1.545, C22 1.559, H53 1.108, H54 1.112
22 C -4.029 -2.063 0.910  C21 1.559, C23 1.565, H55 1.107, H56 1.110
23 C -4.405 -1.290 2.217  C22 1.565, C24 1.567, H57 1.107, H58 1.108
24 C -4.282 0.267 2.087  C23 1.567, C25 1.557, H59 1.108, H60 1.110
25 C -5.274 0.853 1.041  C24 1.557, C26 1.571, H61 1.106, H62 1.104
26 C -5.431 2.392 1.316  C25 1.571, C27 1.578, H63 1.109, H64 1.108
27 C -4.093 3.216 1.163  C26 1.578, C28 1.567, H65 1.106, H66 1.105
28 C -3.472 3.566 2.558  C27 1.567, O29 1.432, H67 1.119, H68 1.109
29 O -2.113 3.116 2.554  C28 1.432, C30 1.431
30 C -1.680 2.955 3.908  O29 1.431, H69 1.113, H70 1.100, H71 1.110
31 H 6.019 -0.642 2.555  C1 1.117
32 H 5.559 1.059 2.558  C1 1.103
33 H 4.318 -0.266 2.842  C1 1.099
34 H 5.920 0.491 0.287  C2 1.110
35 H 5.078 -1.060 0.335  C2 1.108
36 H 4.119 1.454 -0.608  C3 1.096
37 H 3.104 -1.384 -0.324  C5 1.105
38 H -0.273 -0.275 -2.762  O10 0.960
39 H 2.246 2.535 -1.041  C11 1.099
40 H 1.761 2.681 -2.731  C11 1.112
41 H -0.748 2.860 -1.759  C12 1.098
42 H 0.406 4.212 -1.700  C12 1.107
43 H -0.249 5.317 2.455  C15 1.100
44 H 0.162 6.405 1.115  C15 1.102
45 H 1.359 5.193 1.627  C15 1.101
46 H 1.022 -1.123 -1.109  C17 1.119
47 H 0.223 1.005 0.914  C18 1.101
48 H 0.852 -0.641 1.356  C18 1.110
49 H -1.017 -1.201 -0.700  C19 1.110
50 H -1.790 0.175 0.158  C19 1.104
51 H -1.735 -1.069 2.271  C20 1.104
52 H -0.581 -2.233 1.598  C20 1.113
53 H -2.532 -3.582 1.411  C21 1.108
54 H -2.361 -2.864 -0.186  C21 1.112
55 H -4.248 -1.439 0.022  C22 1.107
56 H -4.732 -2.920 0.856  C22 1.110
57 H -3.770 -1.636 3.056  C23 1.107
58 H -5.459 -1.489 2.497  C23 1.108
59 H -3.252 0.592 1.835  C24 1.108
60 H -4.523 0.728 3.068  C24 1.110
61 H -6.269 0.378 1.133  C25 1.106
62 H -4.918 0.769 0.000  C25 1.104
63 H -5.770 2.576 2.355  C26 1.109
64 H -6.190 2.844 0.649  C26 1.108
65 H -4.295 4.169 0.640  C27 1.106
66 H -3.336 2.621 0.621  C27 1.105
67 H -3.441 4.678 2.677  C28 1.119
68 H -3.996 3.078 3.404  C28 1.109
69 H -2.185 2.066 4.346  C30 1.113
70 H -0.584 2.895 3.984  C30 1.100
71 H -2.056 3.836 4.468  C30 1.110
72 Br 1.454 -4.406 -5.438  C73 1.948
73 C 2.257 -2.805 -6.202  Br72 1.948, C74 1.504, H76 1.086, H77 1.089
74 C 1.447 -2.289 -7.359  C73 1.504, Br75 1.950, H78 1.088, H79 1.086
75 Br 1.733 -3.364 -8.961  C74 1.950
76 H 3.278 -3.060 -6.473  C73 1.086
77 H 2.273 -2.078 -5.391  C73 1.089
78 H 1.766 -1.284 -7.630  C74 1.088
79 H 0.379 -2.287 -7.166  C74 1.086
80 Br -2.130 1.250 6.665  C81 1.947
81 C -2.645 2.509 8.058  Br80 1.947, C82 1.505, H84 1.086, H85 1.089
82 C -4.141 2.575 8.208  C81 1.505, Br83 1.948, H86 1.088, H87 1.086
83 Br -4.950 3.615 6.773  C82 1.948
84 H -2.199 3.465 7.802  C81 1.086
85 H -2.185 2.130 8.969  C81 1.089
86 H -4.412 3.095 9.125  C82 1.088
87 H -4.615 1.598 8.197  C82 1.086
88 Br -3.535 6.833 2.667  C89 1.956
89 C -3.831 8.767 2.659  Br88 1.956, C90 1.505, H92 1.086, H93 1.089
90 C -2.917 9.480 1.699  C89 1.505, Br91 1.947, H94 1.088, H95 1.086
91 Br -1.117 9.647 2.422  C90 1.947
92 H -3.715 9.107 3.684  C89 1.086
93 H -4.870 8.886 2.355  C89 1.089
94 H -3.252 10.503 1.541  C90 1.088
95 H -2.829 8.978 0.739  C90 1.086
96 Br 4.881 -6.480 -6.434  C97 1.946
97 C 4.251 -6.892 -8.228  Br96 1.946, C98 1.507, H100 1.086, H101 1.089
98 C 2.793 -7.273 -8.220  C97 1.507, Br99 1.948, H102 1.088, H103 1.087
99 Br 2.538 -9.090 -7.564  C98 1.948
100 H 4.896 -7.673 -8.620  C97 1.086
101 H 4.403 -5.979 -8.801  C97 1.089
102 H 2.393 -7.278 -9.232  C98 1.088
103 H 2.184 -6.623 -7.596  C98 1.087
104 Br -0.920 -7.241 -5.985  C105 1.946
105 C -0.319 -7.599 -4.169  Br104 1.946, C106 1.505, H108 1.087, H109 1.089
106 C -1.407 -8.232 -3.344  C105 1.505, Br107 1.948, H110 1.088, H111 1.086
107 Br -2.735 -6.919 -2.788  C106 1.948
108 H 0.033 -6.655 -3.760  C105 1.087
109 H 0.524 -8.279 -4.278  C105 1.089
110 H -1.000 -8.634 -2.417  C106 1.088
111 H -1.941 -9.017 -3.871  C106 1.086
112 Br 7.797 -2.400 3.717  C113 1.945
113 C 8.478 -3.667 2.408  Br112 1.945, C114 1.502, H116 1.086, H117 1.089
114 C 8.184 -3.197 1.013  C113 1.502, Br115 1.944, H118 1.088, H119 1.086
115 Br 6.317 -3.489 0.561  C114 1.944
116 H 8.037 -4.632 2.639  C113 1.086
117 H 9.551 -3.713 2.581  C113 1.089
118 H 8.751 -3.772 0.283  C114 1.088
119 H 8.384 -2.139 0.868  C114 1.086